C31H52BrCl43F3INO | ωB97M-V with the def2-TZVPD basis set

Structure (XYZ):
```
133
Properties=species:S:1:pos:R:3:lowdin_charge:R:1
C 2.12654 0.09736 -1.69649 -0.10
O 1.08389 0.97610 -1.36647 -0.26
C 0.50591 0.65673 -0.10410 -0.19
C -0.65861 -0.33351 -0.31606 -0.11
C -0.78283 -1.41206 0.78496 -0.16
C 0.47876 -2.20573 1.02496 -0.19
C 1.25679 -1.94251 2.11425 -0.08
N 2.38610 -2.62062 2.35241 -0.42
Br 3.38562 -2.08382 3.84301 0.85
C 2.81026 -3.62054 1.55248 -0.62
I 4.62673 -4.58570 2.02074 1.08
C 2.07026 -3.95875 0.44010 -0.13
C 2.40278 -5.06137 -0.55938 -0.64
F 3.48060 -5.78538 -0.32558 0.08
F 2.55164 -4.49865 -1.77560 0.12
F 1.36567 -5.91072 -0.65940 0.11
C 0.91235 -3.22133 0.18135 -0.45
Cl -0.04732 -3.51668 -1.21965 0.87
H 1.75313 -0.93003 -1.82601 0.07
H 2.59323 0.40024 -2.62963 0.08
H 2.90883 0.07021 -0.92630 0.10
H 1.30376 0.24173 0.52412 0.10
H 0.15724 1.57147 0.37059 0.09
H -1.58759 0.23139 -0.30249 0.13
H -0.50702 -0.82583 -1.27158 0.09
H -1.06938 -0.98593 1.74308 0.06
H -1.54736 -2.13277 0.49987 0.05
H 0.97622 -1.14138 2.78476 0.08
C 8.21626 -7.05163 2.80670 -1.00
Cl 7.48403 -5.53092 3.35556 0.43
Cl 7.98067 -7.29178 1.07615 0.52
H 9.27837 -7.01525 3.01777 0.03
H 7.75141 -7.87086 3.34200 0.03
C -0.00557 -6.64040 2.20377 -1.01
Cl 1.54241 -7.21381 2.82284 0.54
Cl -0.83028 -5.57405 3.34834 0.53
H 0.17713 -6.08783 1.29222 -0.01
H -0.64643 -7.49039 1.99990 0.04
C -4.28083 -4.06923 1.72841 -0.98
Cl -3.02163 -4.55520 0.58125 0.50
Cl -3.81693 -2.61645 2.61903 0.52
H -5.19118 -3.86746 1.17645 0.03
H -4.43755 -4.87778 2.43296 0.03
C 4.29702 -5.89685 -4.76413 -1.04
Cl 3.75914 -4.90502 -6.12418 0.50
Cl 6.04880 -5.82586 -4.54672 0.51
H 3.82243 -5.53321 -3.86309 -0.01
H 4.01125 -6.92559 -4.95106 0.03
C -1.72002 -3.88157 -4.95154 -1.00
Cl -2.67671 -3.41001 -3.53963 0.51
Cl -2.59996 -3.56963 -6.45526 0.56
H -0.80135 -3.30331 -4.96397 -0.02
H -1.49647 -4.94000 -4.88713 0.03
C 0.75069 3.57316 -2.37422 -0.96
Cl -0.16896 3.99992 -0.92335 0.53
Cl -0.06807 4.09391 -3.85375 0.53
H 1.71829 4.05958 -2.32604 0.03
H 0.87324 2.49530 -2.40513 -0.01
C -0.48529 -0.44558 -5.81141 -1.05
Cl 0.97233 -1.16100 -5.08763 0.53
Cl -1.31840 0.62254 -4.68493 0.53
H -0.19255 0.11954 -6.67952 -0.05
H -1.15365 -1.24636 -6.08789 -0.04
C 3.57265 1.03374 4.65679 -1.06
Cl 3.76258 1.62471 3.00385 0.54
Cl 1.90469 0.52927 4.97371 0.48
H 4.22662 0.18071 4.80131 -0.07
H 3.83382 1.82715 5.34793 0.04
C 1.41504 4.60371 -6.99490 -1.05
Cl 0.93175 5.53961 -8.41332 0.52
Cl 3.15989 4.66458 -6.72134 0.50
H 0.92312 5.01003 -6.12095 -0.04
H 1.12387 3.57013 -7.14230 0.02
C 6.01513 3.80064 -4.39313 -1.04
Cl 7.30549 3.31378 -3.28849 0.51
Cl 4.52925 2.88460 -4.11327 0.47
H 5.80612 4.85328 -4.24245 0.03
H 6.34289 3.62436 -5.41099 0.03
C -0.60022 -3.84691 6.42353 -0.99
Cl 0.72142 -3.25575 5.39630 0.46
Cl -2.05396 -2.90068 6.13725 0.49
H -0.78837 -4.88960 6.19339 0.01
H -0.30547 -3.73597 7.46058 0.03
C 2.50382 -0.02461 8.17465 -1.11
Cl 1.45653 -1.07596 9.13149 0.58
Cl 3.71478 -0.95149 7.26667 0.54
H 1.89250 0.52692 7.47202 -0.14
H 3.02078 0.65579 8.84202 -0.01
C -2.60798 4.77720 2.15797 -1.14
Cl -1.60535 3.74342 3.18448 0.51
Cl -4.28164 4.22596 2.12006 0.50
H -2.58353 5.78729 2.54420 -0.01
H -2.21397 4.75147 1.15005 -0.05
C 0.84433 2.03149 10.07004 -0.98
Cl 1.13836 2.30107 8.34290 0.60
Cl 2.28895 2.35313 11.03047 0.55
H 0.05091 2.69471 10.39338 0.03
H 0.55405 0.99671 10.21272 -0.03
C -2.88269 7.39590 -1.23526 -1.02
Cl -4.09409 6.45933 -0.34529 0.53
Cl -1.83454 6.35437 -2.20552 0.48
H -3.39396 8.09109 -1.89232 0.03
H -2.27097 7.93623 -0.52498 -0.06
C 1.02407 7.46913 1.24874 -0.97
Cl 0.71856 8.08466 -0.37664 0.53
Cl -0.24416 6.35309 1.78364 0.57
H 1.97027 6.94088 1.24843 0.03
H 1.06023 8.30521 1.93726 0.03
C -2.28326 0.83959 5.28902 -0.97
Cl -3.44073 -0.09984 6.23484 0.51
Cl -1.23499 -0.23310 4.33029 0.48
H -2.81775 1.49204 4.60840 0.00
H -1.67079 1.42546 5.96539 0.03
C -4.46514 10.45845 0.64203 -1.02
Cl -3.00593 9.70861 1.30851 0.52
Cl -5.22045 11.55799 1.79568 0.52
H -4.19197 11.01721 -0.24560 0.03
H -5.17111 9.67408 0.39206 0.02
C -2.98878 -0.35136 -9.05070 -1.01
Cl -4.33644 0.45378 -9.85083 0.53
Cl -1.80660 0.81263 -8.42490 0.56
H -3.37301 -0.93246 -8.21983 0.01
H -2.49216 -0.99705 -9.76557 0.03
C -5.95621 -5.31170 -7.09473 -1.04
Cl -7.18340 -4.96298 -5.87114 0.50
Cl -6.47361 -4.80798 -8.70735 0.51
H -5.05317 -4.77087 -6.84031 -0.04
H -5.76940 -6.37914 -7.10595 0.03
C -7.27151 1.84998 0.20396 -1.02
Cl -5.80248 1.09936 0.84248 0.47
Cl -7.99140 2.96420 1.36969 0.50
H -7.01583 2.40174 -0.69297 0.03
H -7.98910 1.07105 -0.02447 0.02
```

Summary:
strongest force on any atom: 1.979 eV/Å
net charge: +1
E_HOMO: -11.72 eV
Kohn-Sham gap: 7.7 eV